The following is a quantum chemistry calculation of C3H4OSi in the gas phase at a distorted geometry, from the Open Molecules 2025 dataset.

Properties
**HOMO-LUMO gap**: 9.342 eV
**F_max**: 0.063 Eh/bohr
**SMILES**: C#CC(=O)[SiH3]
**Relative energy (zero: lowest compared OMol25 entry of this formula, charge and spin)**: 38.30 kcal per mole

Cartesian coordinates (Å):
O 1.04700 -1.78354 0.79143
H -1.59795 -0.85995 -1.15424
H -2.25814 -1.40341 1.05171
H 2.18485 2.28348 -0.95761
C 0.56839 -0.73680 0.38081
C 1.77029 1.51356 -0.40337
Si -1.34930 -0.49263 0.11980
C 1.23255 0.51144 0.02413
H -1.59768 0.96785 0.14732

The following is a quantum chemistry calculation of C15H21FN2O3S in the gas phase, from the Open Molecules 2025 dataset.

Properties
**HOMO-LUMO gap**: 9.290 eV
**F_max**: 0.009 Eh/bohr
**SMILES**: COC(=O)[C@H](CCSC)NC(=O)NCCc1ccc(F)cc1
**Relative energy (zero: lowest compared OMol25 entry of this formula, charge and spin)**: 4.64 kcal per mole

Cartesian coordinates (Å):
C -3.55351 -0.42815 -0.80631
F -3.45546 2.62439 1.12010
H 2.25586 2.59576 1.37365
C 0.99500 1.16147 0.42190
H -4.18554 1.59936 -1.14520
C -3.29292 1.32837 0.77463
H 0.10378 1.77126 0.63416
H 2.94547 -1.41115 -0.57998
H 2.95465 1.86447 -3.05441
C 3.41280 0.80356 1.26800
H 1.62420 0.78822 -3.53959
C -2.69871 0.46756 1.67672
C 2.07887 1.52007 1.44524
C -2.53111 -0.85704 1.31524
H 4.15961 1.26890 1.91194
O 2.20029 0.63352 -1.56943
H -2.37006 0.83468 2.63645
H 3.24615 0.09996 -3.21253
O 1.14072 2.60837 -1.50177
H -0.04361 -2.56131 0.46436
N 0.63661 -0.23608 0.49658
H -2.55316 -3.37350 0.52483
C -1.34272 -2.75010 -1.15784
H -3.45731 -3.12000 -0.97834
H -1.07251 -3.77775 -1.41516
C -3.73062 0.89834 -0.46419
H 4.68631 -1.53353 -0.17990
S 3.37032 -0.96870 1.75009
H 3.75516 0.83855 0.23705
N -0.24885 -2.14534 -0.43254
H 3.57132 -2.83141 0.29907
H 1.69066 1.30856 2.44423
C -2.95150 -1.31852 0.07448
C -2.65596 -2.72840 -0.35095
O -0.47635 -0.12169 -1.46412
H 1.15159 -0.81066 1.15040
C 2.52753 0.86696 -2.93301
C 1.41360 1.55536 -0.99779
H -1.46252 -2.16480 -2.07159
C -0.07209 -0.78482 -0.52832
H -3.87529 -0.77434 -1.77680
C 3.67474 -1.76238 0.14353
H -2.06561 -1.53822 2.01400

The following is a quantum chemistry calculation of a molecular structure, C35H43Cl2N2O4ReSSi, from the Open Molecules 2025 dataset.

Properties
**Total charge**: +3
**HOMO-LUMO gap (spin up / spin down)**: 7.928 / 6.560 eV
**F_max**: 0.004 Eh/bohr
**Spin multiplicity**: 4
**Relative energy (zero: lowest compared OMol25 entry of this formula, charge and spin)**: 26.14 kcal per mole

Cartesian coordinates (Å):
C -0.82595 -2.08153 -1.75919
Si 1.67728 -0.97834 -0.86551
H 0.54452 -2.99536 -5.24528
C 2.08699 -4.20696 1.65558
H 1.41931 -4.90812 2.14065
H 5.39488 -3.63062 1.21315
H 0.96555 -1.62143 3.89277
C 4.01601 0.66185 -0.86359
C 0.53012 3.51437 0.61077
C 4.89234 1.61300 -1.37171
H -2.61916 -3.09037 -2.36709
H -5.43002 0.49964 3.06174
S -0.69014 -0.35441 2.81994
H 2.15844 2.93906 -0.70992
H -1.75841 -3.63690 -4.61783
H -2.23302 1.53890 -3.77959
H -0.58829 5.87876 2.20971
Cl 2.33974 1.00131 2.05593
C 3.81813 -2.47353 0.33510
C -3.13178 1.24414 -3.24617
C 4.68048 2.14448 -2.63560
H -4.82335 0.38987 -1.44345
H -7.13590 -0.85833 1.99446
C -1.62475 -2.77385 -2.65716
O -0.08810 2.62905 1.27733
H 3.86067 -5.14238 2.42064
C 3.46163 -4.34735 1.80487
H -4.33012 -3.18646 1.18327
C -1.68727 0.89430 -1.32151
H -3.04117 1.03438 3.42559
H 5.37379 2.86788 -3.04382
C 0.15224 -2.72716 -4.27359
C 0.47573 -1.69148 -2.10144
H 0.84169 3.77882 -1.54844
O -0.60372 0.77948 3.73429
C 3.59581 1.71305 -3.39152
C 1.58157 -3.19229 0.85629
H -3.80459 2.09517 -3.14629
C 1.07372 3.08390 -0.74324
H -3.90693 -1.08658 -1.81390
H 3.44772 2.09646 -4.39278
H 1.78029 6.51735 0.89149
C -1.13890 -3.08983 -3.91969
C 0.95393 -2.03889 -3.37298
H 1.90537 0.42754 -3.49985
C 1.39999 5.74833 0.22551
C -6.49648 -1.73694 1.94121
H 1.97187 -1.80711 -3.65980
C -0.06758 -1.81357 3.61434
H -0.14099 -2.67157 2.95539
C -4.04948 -2.25455 1.65826
H -0.68195 -1.93732 4.50689
C 2.72358 0.76624 -2.87686
C -2.36957 -0.77841 2.48949
C -0.60444 1.74304 -1.94336
C 4.32486 -3.49236 1.13133
C -4.66863 -0.18633 2.71337
H -6.68133 -2.25491 1.00092
H 4.50865 -1.84019 -0.20617
C 2.43571 -2.29545 0.19994
H 0.50944 -3.12356 0.69685
C 0.21415 5.15642 2.35432
C 3.29569 -0.44348 2.85582
C -5.04929 -1.37784 2.09677
H -1.22353 -1.85858 -0.77500
H -1.95981 -2.67264 1.51465
N -2.81947 0.69858 -1.91895
H -0.24882 1.28910 -2.87042
H 2.24554 5.32443 -0.31281
H 1.02512 5.62854 2.90439
N 0.72554 4.72924 1.04259
H 4.29881 -0.27864 2.47930
H 0.70115 6.21091 -0.47169
Re 0.29274 0.52052 0.77497
Cl 3.21073 -0.31050 4.56027
H -3.62763 0.46552 -3.82192
H -0.15605 4.29659 2.90120
H -6.79744 -2.41234 2.74485
H 5.75318 1.91894 -0.79167
O 0.50492 1.79235 -1.02938
O -1.44834 0.37034 -0.17202
H 4.22266 0.24498 0.11320
C -3.87332 -0.12292 -1.30642
C -3.33218 0.12551 2.91551
H -3.67596 -0.26475 -0.24926
C -2.71121 -1.96778 1.84946
H 2.81828 -1.33020 2.45216
H -0.97300 2.75035 -2.14194
C 2.90754 0.22142 -1.59772

The highest relative energy (zero: lowest compared OMol25 entry of this formula, charge and spin) belongs to which entry?
C3H4OSi

Among the records above, which one has the highest relative energy (zero: lowest compared OMol25 entry of this formula, charge and spin)?
C3H4OSi

The highest relative energy (zero: lowest compared OMol25 entry of this formula, charge and spin) belongs to which entry?
C3H4OSi

Among the records above, which one has the highest F_max?
C3H4OSi